# C29H56B2Br22F9NO3P

A structure of composition C29H56B2Br22F9NO3P in a non-equilibrium geometry (ωB97M-V/def2-TZVPD, OMol25).

Calculated values
- multiplicity = 1
- charge = -1
- maximum force (eV/A) = 8.097
- DFT total energy (eV) = -1614645.1444
- Kohn-Sham gap (eV) = 4.993
- M (g/mol) = 2448.24

Cartesian coordinates (Å):
C -0.8089 -4.5029 -2.9502
P 0.0771 -3.0276 -2.0363
O 1.3408 -3.6132 -0.9902
B -1.2982 -2.3567 -0.8534
O -2.5092 -2.1710 -1.7292
C -1.6873 -3.5432 0.2105
C -1.2767 -3.2619 1.7692
C -1.3477 -4.7473 2.5335
F -2.0281 -4.4849 3.8560
F -2.2703 -5.6967 1.8150
C 0.1247 -5.3814 2.8690
F 1.2065 -5.0022 1.9322
F 0.4609 -4.9290 4.2709
C 0.1432 -7.0422 2.9471
F 1.3406 -7.3723 3.8075
F -1.0331 -7.5981 3.6983
C 0.4101 -7.7737 1.5053
F -0.0316 -9.2061 1.4551
F -0.1367 -7.0646 0.3261
F 1.9014 -7.8123 1.3165
B -0.9634 -0.8869 -0.1897
N -1.8672 0.3012 -0.5996
O 0.1461 -0.5673 0.7314
H -1.1835 -4.1938 -4.0337
H -0.0992 -5.4568 -3.0145
H -1.7223 -4.8386 -2.2600
H 2.1998 -3.4587 -1.5025
H -3.3002 -1.8952 -1.1678
H -2.8423 -3.7977 0.0934
H -1.0812 -4.5122 -0.1266
H -0.1919 -2.8607 1.9421
H -2.0964 -2.5660 2.2610
H -1.3053 1.1638 -0.3299
H -1.8840 0.3617 -1.6623
H -0.1002 0.1364 1.4009
Br 4.2465 -9.5681 8.1666
C 3.5325 -8.0355 7.1945
C 4.5593 -7.4631 6.2453
Br 5.8922 -6.4066 7.2000
H 3.1847 -7.3173 7.9420
H 2.6721 -8.4247 6.6430
H 4.0911 -6.7647 5.5459
H 5.1018 -8.2266 5.6808
Br -5.3565 -2.7059 0.6544
C -5.8909 -4.5578 0.9524
C -6.1818 -5.2601 -0.3534
Br -7.9187 -4.7331 -1.0671
H -6.7456 -4.5376 1.6340
H -5.0393 -5.0213 1.4582
H -6.2527 -6.3410 -0.2027
H -5.4413 -5.0541 -1.1314
Br 3.8467 -1.6197 -0.5560
C 4.3055 -1.6216 1.3395
C 3.1571 -1.1155 2.1809
Br 3.0107 0.8269 2.0809
H 5.2173 -1.0280 1.4478
H 4.5267 -2.6659 1.5772
H 3.3285 -1.3333 3.2388
H 2.1875 -1.5243 1.8829
Br 0.4871 1.7404 -2.8281
C 2.3054 2.1935 -3.3687
C 3.2053 2.3698 -2.1679
Br 2.8931 4.0870 -1.2974
H 2.2387 3.0867 -3.9959
H 2.6385 1.3499 -3.9798
H 4.2554 2.3927 -2.4728
H 3.0695 1.5966 -1.4064
Br -7.5412 0.1830 -4.3187
C -6.5201 -0.6453 -2.8782
C -5.1236 -0.0741 -2.7990
Br -3.9831 -0.7994 -4.2052
H -6.5383 -1.7244 -3.0537
H -7.0810 -0.4204 -1.9667
H -4.6400 -0.3659 -1.8624
H -5.0940 1.0149 -2.8940
Br 7.3551 -0.5314 6.3097
C 7.1235 0.8345 4.9370
C 5.6833 0.9206 4.4884
Br 5.2273 -0.5502 3.2914
H 7.8168 0.5934 4.1266
H 7.4364 1.7692 5.4108
H 5.5159 1.8275 3.9006
H 4.9686 0.8922 5.3157
Br 3.1081 7.2420 0.3400
C 2.8765 8.6080 -1.0327
C 1.4363 8.6941 -1.4813
Br 0.9803 7.2232 -2.6783
H 3.5698 8.3668 -1.8431
H 3.1894 9.5427 -0.5589
H 1.2689 9.6010 -2.0691
H 0.7215 8.6656 -0.6540
Br 6.3819 8.4063 -0.9221
C 7.0381 9.0855 0.7843
C 8.1089 8.1857 1.3559
Br 7.3344 6.5771 2.1414
H 6.1694 9.1963 1.4390
H 7.4458 10.0747 0.5584
H 8.6300 8.6814 2.1798
H 8.8417 7.8573 0.6136
Br 3.0704 13.1087 -2.3407
C 4.8284 12.3357 -2.0009
C 5.4305 11.7689 -3.2654
Br 4.6189 10.0567 -3.7282
H 4.7025 11.5922 -1.2091
H 5.4345 13.1637 -1.6227
H 6.4926 11.5505 -3.1229
H 5.3121 12.4232 -4.1337
Br -7.1868 -4.0355 -6.6714
C -8.9206 -3.2348 -6.2759
C -9.5853 -3.9200 -5.1047
Br -10.3478 -5.6365 -5.6306
H -9.5099 -3.2788 -7.1958
H -8.7033 -2.1896 -6.0385
H -10.4332 -3.3313 -4.7437
H -8.9036 -4.1153 -4.2721
Br -7.3409 1.4766 0.0704
C -8.0549 3.0092 -0.9017
C -7.0281 3.5816 -1.8509
Br -5.6952 4.6381 -0.8962
H -8.4027 3.7274 -0.1542
H -8.9153 2.6200 -1.4532
H -7.4963 4.2799 -2.5503
H -6.4856 2.8180 -2.4154

=====

# C29H56BNO15P2S

A cluster of 3 separate species, C29H56BNO15P2S in total in a non-equilibrium geometry (ωB97M-V/def2-TZVPD, OMol25).

Calculated values
- multiplicity = 1
- maximum force (eV/A) = 9.566
- DFT total energy (eV) = -93253.6219
- Kohn-Sham gap (eV) = 5.203
- M (g/mol) = 763.59

Cartesian coordinates (Å):
C 3.4589 -1.1395 -0.3481
C 3.0126 -1.9702 -1.7302
C 1.4177 -1.7262 -1.9702
N 1.0139 -1.0485 -3.2558
O 1.5876 0.0897 -3.6621
B 1.5940 1.1831 -2.7072
O 0.7636 1.3813 -1.5051
O 2.5782 2.2928 -2.9803
C -0.5101 -0.8444 -3.4261
C -1.4821 -0.8748 -2.1198
C -2.8662 -0.0644 -2.4994
C -3.0452 1.3029 -1.5885
S -3.8887 2.7065 -2.5567
O -1.1340 -1.9217 -4.2678
C -0.2005 -1.9393 -5.4374
C 1.2108 -1.8656 -4.5586
C 1.6803 -3.4186 -4.4830
O 2.9209 -3.7477 -4.9395
O 0.8756 -4.5238 -3.9417
O 3.9005 -1.6969 -2.8559
C 5.3249 -1.8029 -2.5211
C 5.9364 -0.2802 -2.5126
C 6.1024 0.4349 -4.0158
C 6.6423 1.9624 -4.2646
C 7.0354 2.8530 -2.9449
C 6.8986 2.1386 -1.4669
C 6.3533 0.6023 -1.1966
H 3.6627 -0.0381 -0.6976
H 2.6345 -1.2308 0.4961
H 4.4580 -1.5916 0.1223
H 3.1661 -3.1187 -1.4427
H 1.0302 -1.1760 -0.9823
H 0.8992 -2.8007 -1.8974
H 1.3462 1.7893 -0.7710
H 2.1397 3.1262 -2.5830
H -0.8510 0.1079 -4.0604
H -1.0252 -0.4737 -1.1228
H -1.7919 -2.0004 -1.9256
H -2.9871 0.1886 -3.6368
H -3.7718 -0.7914 -2.2294
H -2.0027 1.7096 -1.2408
H -3.7293 0.9981 -0.6756
H -3.2020 3.9230 -2.2847
H -0.2603 -2.8388 -6.1858
H -0.1533 -0.8902 -5.9986
H 1.9676 -1.2316 -5.2042
H 5.8410 -2.3560 -3.4449
H 5.5796 -2.4513 -1.5832
H 5.7949 -0.2004 -4.9759
H 6.6803 2.3521 -5.3747
H 7.3957 3.9649 -3.1345
H 7.1787 2.8095 -0.5342
H 6.2417 0.1437 -0.1044
C -6.8114 3.2258 -0.1881
C -8.2902 3.4024 0.0854
O -9.0019 2.1776 -0.0470
P -8.8536 0.9913 1.1105
O -9.1516 1.9958 2.2505
O -10.4175 0.4167 1.0148
C -11.2418 0.4513 2.1744
C -12.0564 1.7345 2.2309
O -8.5207 -0.1310 -0.1633
C -8.1743 0.1773 -1.4993
C -6.6722 0.1051 -1.6777
H -6.3727 2.4796 0.4823
H -6.2760 4.1699 -0.0571
H -6.6508 2.8860 -1.2146
H -8.4496 3.8537 1.0681
H -8.7105 4.0974 -0.6489
H -10.6331 0.3262 3.0812
H -11.9172 -0.4067 2.1352
H -11.4772 2.6169 1.9489
H -12.4696 1.8902 3.2310
H -12.8891 1.6786 1.5204
H -8.5734 1.1278 -1.8561
H -8.6396 -0.5863 -2.1340
H -6.1412 0.5435 -0.8297
H -6.3673 0.6097 -2.5992
H -6.3475 -0.9404 -1.7425
C 4.1118 -3.5615 4.7863
C 3.6549 -2.2324 4.2229
O 4.1813 -1.1364 4.9618
P 5.7883 -0.7265 4.8250
O 5.7049 -0.7108 3.2790
O 5.5932 0.9223 4.9947
C 6.0178 1.7832 3.9440
C 4.8803 2.0703 2.9760
O 5.8816 -0.7440 6.5524
C 4.9434 -1.3058 7.4490
C 5.3953 -2.6858 7.8786
H 5.2044 -3.6287 4.8016
H 3.7197 -4.3913 4.1924
H 3.7566 -3.6836 5.8129
H 3.9052 -2.1566 3.1616
H 2.5639 -2.1695 4.2914
H 6.8848 1.3530 3.4228
H 6.3598 2.7196 4.3912
H 4.2859 1.1831 2.7454
H 5.2607 2.4912 2.0414
H 4.1864 2.7930 3.4205
H 3.9195 -1.3202 7.0728
H 4.9162 -0.6554 8.3316
H 5.8061 -3.2569 7.0428
H 4.5673 -3.2416 8.3281
H 6.1943 -2.6080 8.6259

=====

# C29H57As3CeF3NO3S2Si

A structure of composition C29H57As3CeF3NO3S2Si in a non-equilibrium geometry (ωB97M-V/def2-TZVPD, OMol25).

Calculated values
- multiplicity = 2
- charge = +1
- maximum force (eV/A) = 3.007
- DFT total energy (eV) = -271775.1362
- Kohn-Sham gap (spin up / spin down) (eV) = 7.432 / 7.471
- <S²> = 0.751
- M (g/mol) = 981.88

Cartesian coordinates (Å):
Ce 1.1118 -0.3738 0.5776
C -2.1418 1.8167 -1.1818
As -0.7078 0.5810 -1.7957
C 0.1895 1.8813 -2.9606
C -1.7862 -0.4796 -3.2209
C -1.1828 -1.3665 -4.3570
C -2.1951 -2.5093 -4.6214
C 0.1101 -2.1349 -3.9684
As 1.2615 -1.5548 -2.4826
C 3.0073 -1.2254 -3.3358
C 1.8302 -3.4618 -2.1287
C -0.8316 -0.5927 -5.6463
As -2.2863 0.1765 -6.9074
C -2.5838 -1.5185 -7.9423
C -3.9908 0.4050 -5.9760
H -2.6403 2.3083 -2.0450
H -1.5719 2.5892 -0.6433
H -2.8135 1.3228 -0.5236
H -0.6130 2.4922 -3.4198
H 0.7965 1.2801 -3.7281
H 0.8345 2.4896 -2.2715
H -2.4521 0.3679 -3.6213
H -2.4136 -1.1306 -2.5505
H -2.5091 -2.9324 -3.6002
H -1.7177 -3.3822 -5.1939
H -3.1678 -2.3022 -5.1128
H 0.8324 -2.3046 -4.7608
H -0.1542 -3.1208 -3.6839
H 3.0977 -1.8149 -4.2184
H 3.8653 -1.4255 -2.6628
H 2.9780 -0.2152 -3.6335
H 2.3284 -3.8009 -3.0331
H 0.9310 -4.0651 -1.9164
H 2.4880 -3.4861 -1.2806
H -0.2716 -1.2627 -6.2424
H -0.2757 0.3028 -5.4447
H -1.5822 -1.8577 -8.1944
H -2.9807 -1.1632 -8.9416
H -3.1690 -2.2281 -7.4289
H -3.8944 1.0366 -5.0891
H -4.4253 -0.5905 -5.8227
H -4.6529 0.9497 -6.6386
C -1.3024 -1.9986 1.7882
C -1.2131 -1.1004 3.0384
C -2.5313 -0.5457 3.3734
C -0.4856 -1.5657 4.2969
O -0.2727 0.1029 2.5089
Si -0.4256 1.7812 2.7373
S 0.7946 2.3292 1.0748
O 0.1322 2.1852 4.2065
C 1.5835 2.1588 4.6436
C 2.2282 0.8171 4.2234
C 2.2300 3.3991 4.0171
C 1.5779 2.3988 6.1751
O -1.9625 2.3301 2.6701
C -2.6578 3.6156 2.8627
C -3.0531 3.6784 4.3111
C -1.7069 4.6814 2.3888
C -3.8727 3.5421 1.9708
H -2.2309 -2.5745 1.9428
H -0.4697 -2.7090 1.7799
H -1.4916 -1.3620 0.8571
H -3.2009 -1.3104 3.7428
H -3.0829 -0.1053 2.5004
H -2.4464 0.1437 4.1800
H -1.0698 -2.3499 4.8016
H -0.4525 -0.7324 4.9660
H 0.4885 -1.9169 4.0603
H 2.5000 0.8245 3.1568
H 1.5608 -0.0373 4.4004
H 3.0752 0.6272 4.8863
H 2.3944 3.3686 2.9583
H 3.1554 3.6843 4.5449
H 1.5394 4.2211 4.2860
H 1.1564 1.5488 6.6939
H 1.0333 3.3428 6.4393
H 2.6218 2.5531 6.5145
H -2.2104 3.8007 4.9654
H -3.6664 2.8454 4.6284
H -3.5907 4.5779 4.4822
H -0.6862 4.6054 2.8479
H -2.0328 5.6506 2.6300
H -1.6187 4.5572 1.3001
H -4.4604 2.6580 2.2346
H -3.5582 3.4778 0.9264
H -4.5111 4.4406 2.0378
F 6.9866 -1.0765 1.1217
C 6.5107 -2.1112 0.2780
F 6.5844 -1.5932 -0.9994
F 7.3373 -3.1778 0.4055
C 5.1411 -2.5741 0.6686
C 5.0032 -3.7715 1.3423
C 3.6939 -4.2082 1.7308
C 2.6173 -3.4042 1.4273
N 2.6809 -2.2306 0.8095
C 3.9243 -1.7532 0.5000
S 3.9241 -0.1858 -0.2308
H 5.8744 -4.4056 1.5515
H 3.6403 -5.0982 2.3353
H 1.6223 -3.7486 1.6576

=====

# C29H57BrFN8O5

A cluster of 2 separate species, C29H57BrFN8O5 in total (ωB97M-V/def2-TZVPD, OMol25).

Calculated values
- multiplicity = 1
- charge = +1
- energy relative to the best compared isomer or geometry (same formula, charge and spin) (kcal/mol) = 0.0
- maximum force (eV/A) = 0.997
- DFT total energy (eV) = -125908.9071
- Kohn-Sham gap (eV) = 7.765
- M (g/mol) = 696.73

Cartesian coordinates (Å):
C 0.6125 6.3927 2.5061
C 1.7908 6.9829 2.3092
C 2.2296 7.4561 0.9782
O 3.1978 8.1585 0.8199
O 1.4363 7.0483 -0.0293
C 2.0553 7.0697 -1.3283
C 1.3336 6.0628 -2.1941
C 1.5152 4.6159 -1.7413
C 2.9795 4.2075 -1.5929
C 3.1955 2.6883 -1.6224
C 2.7098 2.0363 -0.3437
N 2.6564 0.5313 -0.4004
C 1.3407 0.1828 -0.0318
N 0.9337 0.2131 1.2993
C 0.0606 1.3281 1.6923
C 0.7703 2.5457 2.3186
N 2.0515 2.2172 2.9662
C 0.6202 -1.0835 1.9445
C 1.1442 -1.1752 3.3816
C 2.3234 -2.1165 3.6069
C 2.0454 -3.5799 3.2702
O 0.7253 -3.9702 3.6471
N 0.5195 -0.1242 -1.0018
C -0.8821 -0.4754 -0.7583
C -1.2397 -1.9124 -1.1640
C -2.7376 -2.0338 -1.4653
C -3.6544 -1.6369 -0.2955
N -4.5264 -2.7740 0.1238
C -4.4716 -2.9838 1.5292
N -5.2485 -2.3598 2.3150
N -3.5175 -3.9520 1.8913
C 0.9885 -0.1717 -2.3940
C -0.0673 0.3323 -3.3501
O -0.2444 1.4785 -3.5743
F -0.7602 -0.6120 -3.9492
C 3.6410 -0.1636 0.4422
Br 5.4111 0.5800 0.0165
C 3.5951 -1.6673 0.1617
C 4.8955 -2.4578 0.1816
H 0.2723 6.1372 3.4993
H -0.0474 6.1779 1.6782
H 2.4722 7.1577 3.1277
H 3.1127 6.8383 -1.2404
H 1.9468 8.0634 -1.7564
H 1.6629 6.1681 -3.2258
H 0.2706 6.3030 -2.1522
H 1.0572 3.9774 -2.4992
H 0.9938 4.4542 -0.7968
H 3.4038 4.6067 -0.6700
H 3.5709 4.6064 -2.4169
H 4.2526 2.4962 -1.7803
H 2.6506 2.3052 -2.4837
H 1.6887 2.3982 -0.1950
H 3.2761 2.3709 0.5211
H -0.6437 0.9313 2.4221
H -0.5431 1.6697 0.8493
H 0.0800 2.9968 3.0311
H 0.9540 3.2946 1.5515
H 2.6654 3.0174 2.8685
H 1.9110 2.1324 3.9661
H 0.9532 -1.9171 1.3334
H -0.4698 -1.1744 2.0039
H 1.3945 -0.1824 3.7436
H 0.3310 -1.5436 4.0027
H 2.5650 -2.0687 4.6691
H 3.2180 -1.7595 3.0947
H 2.2046 -3.8081 2.2134
H 2.7570 -4.1915 3.8216
H 0.2323 -4.1627 2.8470
H -1.5334 0.2208 -1.2894
H -1.1129 -0.3683 0.2889
H -0.6991 -2.2235 -2.0525
H -0.9753 -2.5870 -0.3468
H -2.9540 -3.0493 -1.7805
H -2.9353 -1.3791 -2.3141
H -4.3096 -0.8401 -0.6374
H -3.1118 -1.2694 0.5753
H -5.4852 -2.4915 -0.0411
H -5.1270 -2.6589 3.2796
H -3.1415 -3.7540 2.8114
H -2.7514 -3.9583 1.2281
H 1.2719 -1.1944 -2.6373
H 1.8508 0.4573 -2.5346
H 3.5171 0.0663 1.4980
H 2.9644 -2.1210 0.9226
H 3.0801 -1.8236 -0.7877
H 5.4895 -2.2397 1.0645
H 4.6389 -3.5160 0.2429
H 5.4819 -2.3299 -0.7210
C -5.2366 -5.6011 -1.9082
C -5.1577 -4.8675 -3.2258
O -4.3104 -4.0053 -3.4258
N -6.0586 -5.1900 -4.1836
C -7.1226 -6.1758 -4.1212
H -4.4499 -5.2108 -1.2713
H -6.1981 -5.4286 -1.4237
H -5.0917 -6.6734 -2.0428
H -5.9493 -4.6624 -5.0353
H -6.9851 -6.9313 -4.8955
H -8.0913 -5.6982 -4.2721
H -7.1284 -6.6692 -3.1559